Entry 1:
ORCA calculation (ωB97M-V/def2-TZVPD) on a molecular structure, C6H9BF4NO5Pd.

Structure (XYZ):
```
27
Properties=species:S:1:pos:R:3:forces:R:3:mulliken_spin:R:1
Pd 0.59455 -1.59129 0.10260 -0.2 -0.1 0.0 1.423
O -1.76423 -1.37365 0.53067 0.0 0.0 0.0 0.036
C -2.09236 -0.22101 -0.24597 0.0 0.0 0.0 0.002
C -1.00778 0.84608 -0.18473 0.0 0.0 0.0 -0.014
N 0.27315 0.35900 -0.71552 0.0 0.0 0.0 0.218
C 0.27722 0.13997 -2.17461 0.0 0.0 0.0 0.001
C -0.18619 -1.25936 -2.63304 -0.1 0.0 0.0 -0.005
O -0.68916 -1.35023 -3.74169 0.0 0.0 0.0 0.008
O 0.03242 -2.23113 -1.81812 0.1 0.1 0.0 0.154
C 1.44939 1.11855 -0.26082 0.0 0.0 0.0 -0.005
C 2.74050 0.26954 -0.31771 0.0 0.0 0.1 -0.007
O 3.79631 0.85559 -0.48410 0.0 0.0 0.0 0.008
O 2.59913 -1.00052 -0.14111 0.0 0.0 0.0 0.141
H -1.66433 -1.11542 1.46152 -0.1 0.0 0.0 -0.001
H -2.24138 -0.58041 -1.26414 0.0 0.0 0.0 0.000
H -3.03396 0.21229 0.10112 0.0 0.0 0.0 -0.001
H -1.33848 1.73459 -0.73858 0.0 0.0 0.0 0.010
H -0.84473 1.13210 0.85629 0.0 0.0 0.0 0.000
H -0.31999 0.90209 -2.68073 0.0 0.0 0.0 0.002
H 1.30869 0.23354 -2.51922 0.0 0.0 0.0 0.000
H 1.59130 2.02212 -0.85868 0.0 0.0 0.0 0.001
H 1.29348 1.40342 0.78198 0.0 0.0 0.0 0.004
F 0.21775 -0.86704 2.26376 0.4 -0.1 0.2 0.024
B -0.14603 -0.08020 3.44288 -0.2 0.1 -0.1 0.000
F -0.04068 1.26126 3.06267 0.0 0.0 0.0 0.000
F -1.48686 -0.41529 3.68851 0.0 0.0 0.0 0.000
F 0.68227 -0.40461 4.48676 0.0 0.0 0.0 0.000
```
Forces are in eV/Å.

Values from the calculation:
- HOMO-LUMO gap (alpha / beta) (eV) = 9.25 / 8.38
- multiplicity = 3
- LUMO energy (alpha / beta) (hartree) = 0.1096 / 0.0608
- charge = -1



Entry 2:
ORCA calculation (ωB97M-V/def2-TZVPD) on C6H9BO3S in the gas phase.

Structure (XYZ):
```
20
Properties=species:S:1:pos:R:3:forces:R:3:lowdin_charge:R:1
B 0.00841 1.76127 0.03596 0.0 -0.9 -0.2 -0.715
C -1.39574 -1.60767 -1.05105 0.0 -0.2 0.0 -0.172
C -0.77176 -1.37260 -2.19624 0.1 0.2 0.2 -0.400
C 1.40482 -0.36423 0.21809 0.0 -0.1 0.3 -0.464
C -1.16055 -0.58461 0.02072 -0.1 0.2 0.0 -0.166
C 0.11327 0.19665 -0.35645 0.2 0.5 -0.8 -0.454
C 1.36073 -0.82458 1.65451 0.3 0.0 -0.1 -0.001
O 2.42017 -0.39350 -0.42803 0.2 0.0 0.1 0.069
O 0.63057 2.17196 1.16283 0.5 0.0 0.7 0.205
O -0.73534 2.54911 -0.75872 -0.5 0.3 -0.6 0.188
S 0.25937 0.03579 -2.20250 -0.2 0.2 0.1 1.016
H -2.07017 -2.42903 -0.88097 -0.1 -0.2 -0.1 0.098
H -0.83532 -1.94369 -3.10293 -0.1 -0.2 -0.2 0.065
H -2.01874 0.09695 0.05065 0.0 0.0 0.1 0.125
H -1.06706 -1.03707 1.00669 0.0 0.1 0.1 0.109
H 0.93173 -1.82417 1.69975 -0.1 -0.1 0.0 0.092
H 0.76481 -0.14542 2.25631 -0.1 0.0 0.1 0.083
H 2.37650 -0.87089 2.03843 0.0 0.0 0.0 0.091
H 0.58453 3.10210 1.39090 -0.1 0.1 0.0 0.116
H -0.80025 3.48364 -0.55796 0.0 0.1 0.1 0.114
```
Forces are in eV/Å.

Values from the calculation:
- HOMO-LUMO gap (eV) = 7.82
- ΔE to the lowest compared entry with this formula, charge and spin (eV) = 0.000
- LUMO energy (hartree) = 0.0017
- charge = 0
- SMILES = CC(=O)[C@]1(B(O)O)CC=CS1



Entry 3:
ORCA calculation (ωB97M-V/def2-TZVPD) on a gas-phase ion, C6H9BrN3O2 (charge +1).

Structure (XYZ):
```
21
Properties=species:S:1:pos:R:3:forces:R:3:lowdin_charge:R:1
C -1.30831 0.09510 -1.03050 -3.2 1.0 -0.8 -0.168
C 0.03903 -0.45573 -1.17048 0.5 -0.9 2.9 -0.140
C 0.53667 -1.20782 -0.11819 -1.5 0.8 -0.8 -0.038
C -0.66766 -0.46773 1.83379 1.6 1.4 0.1 -0.082
C 0.71498 -0.21912 -2.43468 0.2 0.8 -1.8 -0.025
C -0.00101 0.82614 1.98822 1.5 1.3 -0.4 -0.028
N -1.88396 0.40325 0.09234 0.7 -0.5 -1.1 -0.441
N -0.22497 -1.43838 1.11320 1.5 2.0 -2.6 0.149
N 1.77714 -2.01026 -0.14094 -1.5 0.3 2.0 -0.357
O 2.49669 -2.07914 -1.06085 1.1 0.5 -2.7 0.172
O 1.94004 -2.57738 0.90810 0.3 -1.0 1.4 0.112
Br -3.65969 1.01666 0.14664 0.7 -0.3 -0.4 0.745
H -1.89555 0.21711 -2.04232 1.2 -0.1 1.9 0.168
H -1.28056 -0.64570 2.65130 -1.6 -1.2 1.1 0.140
H 1.07627 -1.12663 -2.83933 0.1 -1.2 -0.7 0.088
H 1.60945 0.35876 -2.44809 1.0 0.5 1.1 0.104
H 0.19014 0.35704 -3.21641 -0.7 -0.6 0.6 0.114
H -0.74264 1.59645 1.85623 -0.2 0.4 0.0 0.079
H 0.79583 0.96803 1.20115 -0.7 0.0 1.1 0.116
H 0.39691 1.02698 3.04213 -0.4 -0.9 -1.3 0.143
H -0.29762 -2.35376 1.41364 -0.6 -2.4 0.5 0.150
```
Forces are in eV/Å.

Values from the calculation:
- HOMO-LUMO gap (eV) = 8.72
- ΔE to the lowest compared entry with this formula, charge and spin (eV) = 5.494
- LUMO energy (hartree) = -0.1975
- charge = +1
- SMILES = C\C=[NH+]/C(=C(C)\C=N\Br)[N+](=O)[O-]



Entry 4:
ORCA calculation (ωB97M-V/def2-TZVPD) on a gas-phase ion, C6H9BrNS (charge +1).

Structure (XYZ):
```
18
Properties=species:S:1:pos:R:3:forces:R:3:lowdin_charge:R:1
C -0.90496 0.94476 -0.13872 1.6 -1.6 -0.7 -0.810
C 2.68421 -0.18694 -0.66646 -1.7 -1.4 -0.7 -0.543
C 1.53418 0.37847 -0.27296 -0.4 1.3 0.3 -0.366
C -1.14880 0.18960 1.08649 1.0 -2.0 0.0 -0.061
C 1.44975 1.43147 0.79558 5.1 -0.5 1.5 -0.085
C -0.08909 -0.46299 -1.96485 -1.6 1.3 1.5 0.176
N 0.26630 0.18171 -0.90915 -0.3 -0.9 -0.6 -0.079
S -1.31508 2.25864 -0.84775 -1.2 1.3 -0.3 0.976
Br 4.33600 -0.04413 0.12217 0.0 0.3 0.1 0.868
H -0.20035 -0.24720 1.46519 -0.4 0.4 -0.3 0.111
H -1.56019 0.72327 1.88210 -1.0 1.1 1.0 0.087
H -1.71632 -0.73103 0.91251 -0.4 0.3 -0.3 0.119
H 1.99680 0.93734 1.70229 -0.9 1.1 -1.3 0.125
H 2.18588 2.21400 0.43816 -0.9 -0.4 0.7 0.121
H 0.60238 1.90177 1.20929 -1.0 0.2 -0.2 0.048
H -1.18476 -0.42538 -2.06921 0.6 -0.3 -0.6 0.123
H 2.58594 -0.97234 -1.42899 0.5 0.4 0.2 0.076
H 0.51769 -0.93002 -2.69499 0.9 -0.4 -0.3 0.114
```
Forces are in eV/Å.

Values from the calculation:
- HOMO-LUMO gap (eV) = 8.18
- ΔE to the lowest compared entry with this formula, charge and spin (eV) = 1.791
- LUMO energy (hartree) = -0.1919
- charge = +1
- SMILES = C=[N+](C(C)=S)/C(C)=C/Br



Entry 5:
ORCA calculation (ωB97M-V/def2-TZVPD) on 2 unconnected molecules or ions with the total composition C6H9BrOS.

Structure (XYZ):
```
18
Properties=species:S:1:pos:R:3:forces:R:3:mulliken_spin:R:1
C 0.28551 -0.60631 -0.85099 2.5 -2.1 2.3 -0.170
C 0.71104 -1.68466 0.99339 -1.6 0.7 -2.7 0.467
C 1.14524 -0.99192 1.98949 -0.9 -3.9 0.2 -0.044
C 1.50639 -1.08824 -1.38949 -0.8 0.2 -0.8 0.512
C -1.74968 1.98014 -0.53930 3.3 -1.8 -3.2 -0.003
C -0.65809 1.28460 0.30959 -0.3 2.9 -2.4 -0.003
O 0.34353 0.65314 -0.50845 -0.9 2.1 0.9 -0.016
S 1.56747 -2.63392 -2.00260 0.2 -1.5 -0.7 1.125
Br -1.34119 -1.40594 -1.47733 -0.2 0.0 0.0 0.040
H 1.28306 -0.04053 1.77740 0.9 4.8 0.0 0.012
H 1.22473 -1.51258 2.90599 0.6 0.1 1.3 0.021
H 2.45929 -0.58884 -1.40879 -0.1 0.6 0.4 0.031
H -1.22927 2.31591 -1.52239 -0.9 -0.7 1.4 0.000
H -2.50149 1.27101 -0.76365 -1.1 -0.3 -0.4 -0.001
H -2.09038 2.86109 -0.16041 -1.2 2.2 1.6 0.000
H -1.16886 0.75771 1.01759 -0.6 -2.6 1.8 0.003
H -0.23005 2.11964 0.82625 1.2 0.1 0.3 0.001
H 0.44276 -2.69030 0.80371 -0.1 -0.9 0.1 0.024
```
Forces are in eV/Å.

Values from the calculation:
- HOMO-LUMO gap (alpha / beta) (eV) = 7.15 / 6.13
- multiplicity = 3
- ΔE to the lowest compared entry with this formula, charge and spin (eV) = 0.000
- LUMO energy (alpha / beta) (hartree) = 0.0239 / -0.0782
- charge = 0



Entry 6:
ORCA calculation (ωB97M-V/def2-TZVPD) on C6H9Cl in the gas phase.

Structure (XYZ):
```
16
Properties=species:S:1:pos:R:3:forces:R:3:lowdin_charge:R:1
C 0.00552 2.13896 -1.76173 -0.9 1.1 -0.4 -0.036
C 1.14900 -0.46714 -0.83735 -2.1 0.5 -0.1 0.038
C -0.75843 1.42662 -0.97603 0.5 -5.2 1.5 -0.090
C 0.11221 0.11583 -0.25977 -2.7 2.9 -0.9 -0.313
C -0.17268 -1.73374 1.57102 3.4 0.3 -2.3 -0.136
C -0.43000 -0.27792 1.09842 -0.7 -0.5 -0.6 -0.716
Cl 0.31097 0.84259 2.29004 -0.1 0.2 0.3 0.597
H -0.43737 2.98311 -2.30211 0.6 -0.3 -0.2 0.064
H 1.03328 1.81632 -1.81925 0.3 0.8 -0.2 0.052
H 1.51534 -1.25555 -0.27968 1.4 -1.6 0.7 0.027
H 1.31427 -0.41263 -1.88328 0.7 0.5 -0.6 0.067
H -1.89411 1.25658 -0.93137 1.9 1.1 0.2 0.115
H 0.97072 -2.04580 1.59682 -2.1 1.2 0.7 0.118
H -0.48705 -2.52529 0.91235 -1.0 0.1 -0.6 0.069
H -0.67355 -1.79477 2.46235 -0.7 -0.7 2.5 0.027
H -1.55812 -0.06718 1.11957 1.6 -0.3 0.0 0.117
```
Forces are in eV/Å.

Values from the calculation:
- HOMO-LUMO gap (eV) = 10.47
- ΔE to the lowest compared entry with this formula, charge and spin (eV) = 1.772
- LUMO energy (hartree) = 0.0353
- charge = 0
- SMILES = C=CC(=C)[C@@H](C)Cl



Entry 7:
ORCA calculation (ωB97M-V/def2-TZVPD) on C6H9Cl in the gas phase.

Structure (XYZ):
```
16
Properties=species:S:1:pos:R:3:forces:R:3:lowdin_charge:R:1
C -1.62602 -1.19301 -1.50355 3.2 -1.0 -2.3 -0.006
C 0.05917 -0.78898 1.61121 -0.1 -0.1 -2.4 0.067
C -1.45703 -0.74893 -0.30515 0.4 1.2 2.1 -0.154
C -0.13612 -0.34819 0.35196 -5.0 -2.3 1.7 -0.396
C 1.18619 1.73773 0.35895 -1.5 -1.8 4.0 -0.134
C 0.76342 0.48858 -0.34004 1.6 2.9 -3.9 -0.722
Cl 2.26290 -0.47842 -0.67058 0.3 -0.1 -0.4 0.609
H -2.56781 -1.48592 -1.83078 -1.4 -0.5 -0.8 0.035
H -0.70262 -1.43532 -2.11738 -1.4 0.5 0.3 0.096
H 1.07441 -0.61581 1.84071 0.9 -0.1 1.6 0.042
H -0.59692 -1.54432 2.04719 0.3 0.5 0.2 0.085
H -2.39387 -0.71580 0.24539 0.4 0.4 0.7 0.105
H 1.28366 1.52785 1.48195 0.8 0.4 -1.6 0.113
H 0.45220 2.48529 0.35673 -1.6 0.9 -0.3 0.068
H 1.96287 2.13356 -0.15024 3.0 1.2 -1.0 0.031
H 0.43557 0.98169 -1.37637 0.2 -2.1 1.8 0.159
```
Forces are in eV/Å.

Values from the calculation:
- HOMO-LUMO gap (eV) = 9.98
- ΔE to the lowest compared entry with this formula, charge and spin (eV) = 1.508
- LUMO energy (hartree) = 0.0275
- charge = 0
- SMILES = C=CC(=C)[C@@H](C)Cl



Entry 8:
ORCA calculation (ωB97M-V/def2-TZVPD) on C6H9Cl2NO2 in the gas phase.

Structure (XYZ):
```
20
Properties=species:S:1:pos:R:3:forces:R:3:lowdin_charge:R:1
C 2.60932 1.87999 0.27976 -2.6 -4.7 0.8 -0.146
C 0.41360 0.63607 -1.55794 0.0 -0.1 0.2 -0.063
C -0.34115 -1.05897 0.14013 0.2 0.0 -0.6 -0.215
C -0.41227 1.40542 0.69342 0.2 0.0 0.3 -0.505
C 1.74134 0.21777 0.55241 2.0 3.1 -0.7 -0.733
C 0.34742 0.30989 -0.06684 -0.3 0.0 0.0 -0.574
N 3.17284 2.85102 0.09861 0.8 1.5 -0.3 0.089
O -0.43276 -1.36338 1.52322 -0.1 0.0 0.2 -0.057
O 1.81849 0.02306 1.87585 0.1 0.0 0.1 -0.004
Cl -2.08624 1.56286 0.11070 -0.2 0.1 0.0 0.630
Cl 2.81392 -0.89070 -0.36281 0.0 0.0 0.1 0.732
H -0.58864 0.80343 -1.94365 0.0 0.0 0.0 0.067
H 1.00437 1.53573 -1.71602 0.0 0.1 0.0 0.089
H 0.86764 -0.17908 -2.11073 0.1 -0.1 -0.1 0.071
H -1.32986 -1.02307 -0.32213 0.1 0.1 0.0 0.115
H 0.25682 -1.82958 -0.36175 -0.1 0.1 0.0 0.114
H -0.47306 1.17491 1.75799 0.0 0.1 -0.2 0.085
H 0.07341 2.37342 0.55490 -0.1 -0.1 0.0 0.085
H -1.26970 -1.79180 1.71537 0.0 0.0 0.0 0.115
H 1.14897 -0.63794 2.13929 -0.1 0.1 -0.1 0.107
```
Forces are in eV/Å.

Values from the calculation:
- HOMO-LUMO gap (eV) = 11.38
- ΔE to the lowest compared entry with this formula, charge and spin (eV) = 0.048
- LUMO energy (hartree) = 0.0062
- charge = 0
- SMILES = C[C@](CO)(CCl)[C@@](O)(Cl)C#N